# C4H8INS

A single C4H8INS molecule at a distorted geometry (wB97M-V/def2-TZVPD, the Open Molecules 2025 dataset).

Last column: natural (NBO) charge in e.
Element x y z (Å)
C (-0.88340, -0.95871, 0.34181)  -0.196
C (-0.16156, 0.31096, 0.10586)  -0.322
C (-0.79598, -1.72468, -0.97330)  -0.646
C (1.08204, 2.69681, 0.18579)  -0.667
N (-0.15747, -1.35061, 1.50973)  -0.586
S (-0.63338, 1.91292, -0.15737)  0.331
I (1.31036, -2.70582, 1.63087)  0.287
H (-1.94125, -0.91066, 0.71577)  0.246
H (0.91208, 0.18833, 0.23201)  0.200
H (0.14603, -1.88037, -1.63896)  0.241
H (-1.33350, -2.75851, -0.83864)  0.218
H (-1.52379, -1.10057, -1.64570)  0.216
H (1.14552, 3.08535, 1.17591)  0.228
H (1.18588, 3.43342, -0.64356)  0.229
H (1.64840, 1.76214, -0.00021)  0.221

Orbital gap (alpha / beta)   6.7 / 8.3 eV
Highest occupied orbital energy (alpha / beta)   -7.11 / -8.29 eV
LUMO (alpha / beta)   -0.4 / 0.0 eV